Entry 1:
# C18H45F6K2N3O24P3S6

A molecular structure, C18H45F6K2N3O24P3S6 (wB97M-V/def2-TZVPD, the Open Molecules 2025 dataset).

Positions of all 107 atoms, in Å:
K -0.020 4.578 -1.354
K 2.041 1.418 -1.363
N 0.127 3.606 1.167
S -0.457 2.284 1.986
O -0.900 2.532 3.301
O 0.265 1.076 1.724
F -1.764 2.124 1.113
S 1.639 3.621 1.756
O 2.578 2.996 0.868
O 1.801 3.544 3.152
F 1.881 5.152 1.486
N -0.055 2.457 -2.836
S 0.618 2.182 -4.354
O 0.052 2.849 -5.463
O 1.295 0.951 -4.558
F 1.841 3.119 -3.893
S -1.520 1.868 -3.101
O -1.694 0.534 -3.542
O -2.420 2.903 -3.508
F -1.876 1.738 -1.527
N 5.249 5.819 -1.416
S 5.615 4.301 -1.050
O 4.782 3.242 -1.502
O 6.263 4.147 0.200
F 6.837 4.199 -2.070
S 3.951 6.260 -0.608
O 4.157 6.354 0.785
O 2.690 5.763 -1.093
F 3.882 7.762 -1.131
C -4.817 0.262 3.660
C -6.282 0.291 3.206
O -6.396 0.205 1.775
P -6.552 1.519 0.932
O -7.913 2.031 0.855
O -5.550 2.492 1.660
C -5.494 3.904 1.289
C -4.045 4.238 0.996
O -5.956 1.176 -0.456
C -4.549 0.947 -0.664
C -4.255 -0.508 -0.928
H -4.158 0.360 2.798
H -4.597 1.129 4.283
H -4.594 -0.634 4.236
H -6.868 -0.513 3.645
H -6.740 1.225 3.535
H -6.222 4.103 0.509
H -5.722 4.404 2.231
H -3.636 3.632 0.186
H -4.053 5.239 0.553
H -3.425 4.126 1.878
H -4.176 1.640 -1.411
H -4.002 1.207 0.249
H -4.503 -0.862 -1.929
H -3.213 -0.691 -0.662
H -4.869 -1.139 -0.278
C -1.526 -1.633 1.263
C -1.457 -3.072 0.855
O -0.334 -3.348 -0.029
P -0.387 -2.831 -1.524
O -0.158 -1.418 -1.734
O -1.803 -3.348 -2.023
C -2.186 -2.850 -3.322
C -3.367 -3.636 -3.836
O 0.707 -3.747 -2.186
C 0.642 -5.176 -2.120
C 1.775 -5.697 -1.296
H -2.408 -1.465 1.888
H -0.651 -1.344 1.846
H -1.585 -0.923 0.439
H -1.307 -3.724 1.712
H -2.368 -3.379 0.337
H -2.347 -1.773 -3.294
H -1.373 -2.974 -4.050
H -3.054 -4.634 -4.161
H -4.084 -3.833 -3.038
H -3.800 -3.142 -4.703
H -0.326 -5.520 -1.753
H 0.708 -5.559 -3.142
H 2.747 -5.685 -1.783
H 1.738 -5.319 -0.274
H 1.611 -6.780 -1.157
C 1.856 -3.637 2.346
C 2.267 -2.245 1.885
O 3.712 -2.190 1.811
P 4.406 -1.295 0.700
O 3.517 -0.823 -0.363
O 5.585 -2.199 0.207
C 5.345 -3.302 -0.665
C 6.648 -3.674 -1.317
O 5.236 -0.210 1.433
C 4.586 0.941 2.048
C 4.743 0.868 3.544
H 2.741 -4.188 2.659
H 1.108 -3.627 3.142
H 1.338 -4.191 1.558
H 1.833 -2.040 0.907
H 1.930 -1.452 2.553
H 4.882 -4.108 -0.089
H 4.636 -3.008 -1.446
H 6.689 -4.667 -1.768
H 6.982 -2.912 -2.020
H 7.456 -3.744 -0.578
H 5.042 1.833 1.630
H 3.532 0.911 1.775
H 5.619 1.426 3.872
H 3.873 1.335 4.016
H 4.761 -0.152 3.924

Computed properties:
* Kohn-Sham gap: 8.80 eV
* net charge: -1
* total energy: -7895.696486 Ha
* multiplicity: 1

Entry 2:
# C10H20ClN

2 unconnected molecules or ions with the total composition C10H20ClN (wB97M-V/def2-TZVPD, the Open Molecules 2025 dataset).

Positions of all 32 atoms, in Å:
C -2.307 0.216 0.166
C -1.357 -0.312 -0.526
C -3.797 0.129 -0.188
C -1.944 1.031 1.428
C 2.828 0.766 -1.162
C 0.601 1.665 -1.910
C 1.142 -2.459 0.423
C 0.730 -0.686 2.194
C 1.323 0.439 -1.321
C 1.255 -0.989 0.791
N 0.721 0.100 -0.086
Cl -1.223 -1.185 -1.886
H -4.282 0.037 0.833
H -4.143 0.981 -0.819
H -3.952 -0.742 -0.837
H -2.755 1.835 1.615
H -0.951 1.466 1.195
H -1.990 0.656 2.410
H 3.546 -0.092 -0.867
H 3.320 1.256 -2.039
H 2.996 1.601 -0.449
H 0.811 2.360 -1.132
H -0.386 1.274 -2.257
H 1.243 1.867 -2.701
H 1.680 -2.975 1.190
H 0.040 -2.798 0.339
H 1.468 -2.636 -0.564
H -0.263 -1.021 2.284
H 0.754 0.405 2.302
H 1.384 -1.064 2.949
H 1.195 -0.353 -2.151
H 2.311 -0.771 0.777

Computed properties:
* Kohn-Sham gap (spin up / spin down): 8.84 / 8.84 eV
* net charge: 0
* total energy: -907.788389 Ha
* multiplicity: 1

Entry 3:
# C19H19MoN4O11

A molecular structure, C19H19MoN4O11 (wB97M-V/def2-TZVPD, the Open Molecules 2025 dataset).

Positions of all 54 atoms, in Å:
Mo -0.239 0.186 0.396
O -3.385 1.842 2.259
C -2.250 1.500 2.222
O -1.832 0.593 1.252
C -1.206 1.836 3.221
C -1.613 2.288 4.469
C -0.657 2.568 5.422
C 0.695 2.405 5.179
C 1.084 1.940 3.943
C 0.155 1.679 2.933
O 0.542 1.350 1.705
N 2.519 1.707 3.709
O 3.293 2.463 4.249
O 2.818 0.743 3.033
N -1.086 3.049 6.751
O -2.278 3.170 6.932
O -0.215 3.284 7.557
H -2.663 2.422 4.687
H 1.427 2.631 5.941
C -2.532 -4.554 -0.175
N -2.436 -3.098 -0.266
C -3.242 -2.350 0.697
C -1.498 -2.470 -0.975
O -1.128 -1.290 -0.620
N -0.933 -3.006 -2.061
C 0.257 -2.370 -2.625
C -1.637 -3.931 -2.949
H -2.561 -4.824 0.880
H -1.662 -5.024 -0.622
H -3.437 -4.927 -0.654
H -4.222 -2.820 0.754
H -3.362 -1.320 0.378
H -2.785 -2.370 1.689
H 0.960 -2.101 -1.841
H -0.003 -1.476 -3.196
H 0.738 -3.087 -3.285
H -2.684 -4.003 -2.673
H -1.185 -4.923 -2.936
H -1.584 -3.534 -3.962
O 0.968 3.011 -4.386
C 2.070 2.333 -4.019
C 3.228 2.342 -4.795
C 4.342 1.632 -4.397
C 4.334 0.892 -3.217
C 3.192 0.874 -2.447
C 2.046 1.587 -2.829
C 0.853 1.577 -1.985
O -0.151 2.214 -2.055
O 0.939 0.632 -0.932
H 1.135 3.486 -5.209
H 3.244 2.917 -5.713
H 5.232 1.657 -5.011
H 5.213 0.347 -2.904
H 3.179 0.319 -1.521

Computed properties:
* Kohn-Sham gap (spin up / spin down): 6.86 / 6.71 eV
* net charge: +1
* total energy: -1849.928492 Ha
* multiplicity: 3